[1]
Computed, not measured: a structure of composition C16H28F6N4O4S5Ta in a non-equilibrium geometry, with ωB97M-V/def2-TZVPD.

Positions of all 64 atoms, in Å:
Ta -0.0328 0.9086 -0.1113
S -1.2951 -0.2229 1.8804
S 0.5469 2.4433 2.3418
S 2.0236 -0.2774 1.6024
S 0.8244 2.7510 -1.8318
S -1.1933 3.8320 -0.3264
F 2.1462 3.1457 -4.0706
F -3.5007 4.6777 0.3606
F 1.5727 4.9655 -3.0405
F -3.5673 3.3955 -1.3840
F -2.8194 5.4180 -1.5654
F 3.2026 3.7580 -2.2774
O -0.5500 4.8501 0.4096
O 1.3666 2.5179 -0.4096
O -1.3928 2.4744 0.3751
O 0.6696 1.3358 -2.2798
N -1.3938 -2.4263 -0.3922
N 0.2590 -3.0986 -1.8436
N 0.4377 -1.0081 -0.7513
N -0.5506 3.4479 -1.7653
C 1.8493 -1.0097 -1.2409
C -2.9483 4.3815 -0.7894
C 2.1877 2.0956 2.9684
C -0.5448 1.8243 3.6386
C 1.4447 -2.9038 -2.6990
C 2.0873 3.7855 -2.9444
C -1.8464 0.4809 -1.1982
C -1.3250 -4.7758 -0.9354
C 1.0837 -1.6799 2.2201
C -0.2290 -1.3091 2.8801
C -1.7378 1.0837 3.0579
C -2.2370 -3.6065 -0.6464
C 2.4783 0.6110 3.1097
C -0.4091 -4.4045 -2.0761
C -0.2421 -2.1830 -1.0282
C 1.8775 -1.4625 -2.6853
H 3.5433 0.4508 3.2763
H -0.8094 -2.2079 3.0914
H -1.9916 1.3345 -1.8644
H -2.4053 1.7454 2.5084
H 2.8821 -1.3719 -3.0973
H 2.3190 2.6143 3.9193
H -2.3317 0.6120 3.8423
H 2.4533 -1.6675 -0.6129
H 0.9265 -2.3319 1.3629
H -2.7189 0.4524 -0.5417
H 2.2792 -0.0103 -1.1463
H 2.8688 2.5721 2.2611
H -1.8239 -1.6437 0.0683
H 0.3886 -5.1347 -2.2065
H 2.2342 -3.5619 -2.3309
H -2.9115 -3.4052 -1.4814
H -0.0742 -0.8002 3.8295
H -1.7789 -0.3965 -1.8305
H 1.7065 -2.2387 2.9212
H -0.9113 2.6762 4.2131
H -2.8396 -3.7698 0.2444
H -1.9072 -5.6544 -1.2081
H -0.9514 -4.3325 -3.0214
H 0.0254 1.2037 4.3279
H 1.2098 -0.8453 -3.2868
H -0.7471 -5.0312 -0.0447
H 1.1710 -3.2394 -3.6989
H 1.9513 0.1662 3.9532

Atomic forces in eV per Å
Ta 1.2489 -1.8837 1.4896
S -0.3222 0.0026 0.0449
S -0.1480 0.3234 -0.3470
S 0.0466 0.0022 -0.1876
S -0.0893 -0.2307 0.2341
S -0.2551 -0.7846 -0.4586
F 0.0376 0.0362 -0.0355
F -0.1050 0.0248 0.0102
F 0.0439 0.0364 -0.0210
F -0.0370 -0.1593 -0.0715
F -0.0371 0.0599 -0.0158
F 0.0614 0.0194 -0.0422
O 0.0428 -0.1087 0.0963
O -0.3253 0.2463 -0.7720
O 0.0760 1.1852 -0.5268
O -0.1870 0.8489 -0.0333
N 0.0305 0.0834 -0.0477
N -0.0425 -0.0172 -0.0143
N -0.1235 0.1611 -0.0479
N 0.1313 0.6881 0.3055
C -0.1098 -0.0428 -0.0692
C 0.3207 0.0155 0.0859
C 0.1357 -0.1030 0.0909
C -0.0641 -0.0787 0.1004
C -0.1030 -0.0672 0.0669
C -0.1998 -0.2524 0.1645
C -0.0432 0.1693 -0.0481
C -0.0130 -0.0732 0.0323
C -0.0211 -0.1178 0.0166
C 0.0810 -0.1064 0.1116
C -0.0698 0.1007 0.1090
C -0.0108 0.1072 0.0216
C 0.0115 0.0708 0.1540
C 0.0864 0.1243 -0.0340
C 0.2078 -0.1475 -0.1343
C 0.0565 0.0620 -0.0707
H 0.0037 -0.0114 -0.0197
H -0.0281 0.0128 -0.0421
H -0.0161 0.0092 0.0469
H 0.0182 -0.0016 -0.0327
H 0.0055 -0.0103 0.0222
H -0.0127 -0.0214 0.0119
H 0.0314 -0.0384 0.0028
H 0.0368 -0.0211 -0.0300
H -0.0024 0.0201 -0.0054
H -0.0673 -0.0987 -0.1021
H -0.0142 0.0246 0.0558
H -0.0406 -0.0104 -0.0436
H -0.0587 -0.0363 0.0362
H -0.0188 -0.0309 0.0204
H 0.0141 -0.0012 -0.0125
H 0.0110 -0.0243 -0.0151
H 0.0113 0.0015 -0.0115
H -0.1710 -0.0496 0.0105
H 0.0044 0.0597 0.0405
H 0.0021 0.0170 -0.0236
H -0.0061 -0.0170 -0.0024
H -0.0055 0.0084 -0.0064
H -0.0158 -0.0212 0.0090
H -0.0029 0.0002 -0.0158
H 0.0097 -0.0042 -0.0010
H 0.0045 0.0027 -0.0056
H 0.0200 0.0257 -0.0232
H -0.0240 0.0217 -0.0203

Output
- multiplicity = 1
- charge = +3
- lowest unoccupied orbital energy (eV) = -10.7
- ΔE to the lowest compared entry with this formula, charge and spin (kJ/mol) = 142.36

[2]
Computed, not measured: a structure of composition C33H26BN4O4OsS2, with ωB97M-V/def2-TZVPD.

Positions of all 71 atoms, in Å:
Os -0.3443 -1.0977 1.1668
S -2.3097 -0.9291 2.6862
S 1.5002 -0.3701 3.9924
O -0.3444 1.6713 -0.0749
O 2.2267 -1.5958 3.9901
O 2.1483 0.8562 3.6585
O -2.2467 0.5383 -0.6782
N 1.5503 -1.1486 0.3332
N 4.4769 -8.0877 -4.5948
N -0.8559 -2.6523 0.2076
N 0.1329 -0.5468 2.9948
C 2.0393 -4.3217 -1.6598
C 3.7123 -0.6617 -0.1500
C 2.2187 -5.6021 -1.1424
C 0.4853 -0.1807 5.4309
C 2.5022 -0.2572 0.4953
C -0.9025 3.8044 -1.2298
C -2.2742 1.8116 -1.2314
C 0.9178 0.0615 6.7148
C -1.0324 -0.5668 3.6929
C -0.0588 0.1659 7.7013
C 3.1134 -4.9953 -3.7056
C 2.4885 -4.0240 -2.9429
C -1.4118 0.0299 7.3993
C -0.8133 -4.4935 -1.0869
C -1.1440 2.5026 -0.8513
C -2.1391 -3.1958 0.1571
C -3.2313 2.3896 -2.0338
C 2.0812 -2.1925 -0.4430
C 2.8545 -6.5733 -1.8945
C -1.8554 4.4233 -2.0389
C -2.1474 -4.3013 -0.6267
C -1.6820 5.8919 -4.0540
C -0.0275 -3.4999 -0.5589
C 3.9545 -7.2812 -3.9665
C -0.8630 -0.3168 5.1128
C -0.3915 6.4945 -2.0193
C -1.8317 -0.2148 6.1011
C -1.6923 5.8661 -2.5193
C 3.3001 -6.2706 -3.1792
C -2.9954 3.7013 -2.4217
C -2.8664 6.7079 -2.0002
C 1.3645 -3.2786 -0.8420
C 3.4572 -1.8667 -0.7237
B -1.0616 0.4981 0.0129
H 1.8719 -5.8346 -0.1437
H 3.4563 -4.7720 -4.7063
H -2.7675 7.7382 -2.3463
H -0.3514 6.5318 -0.9290
H -3.7334 4.1845 -3.0478
H -2.9421 -2.7244 0.6962
H 2.3438 0.6431 1.0738
H -0.0036 4.3069 -0.9052
H -3.0027 -4.9098 -0.8665
H 0.2394 0.3546 8.7236
H -0.4744 -5.2655 -1.7579
H 0.4852 5.9556 -2.3843
H -0.3226 7.5194 -2.3850
H -4.1197 1.8542 -2.3376
H 3.0088 -7.5653 -1.4931
H -2.6146 5.5131 -4.4730
H 2.3350 -3.0325 -3.3495
H -3.8250 6.3281 -2.3545
H 4.6340 -0.1052 -0.1469
H 4.1375 -2.4913 -1.2786
H -1.5507 6.9159 -4.4078
H 1.9684 0.1639 6.9492
H -2.1430 0.1168 8.1908
H -0.8632 5.2870 -4.4477
H -2.8874 6.7147 -0.9090
H -2.8807 -0.3190 5.8575

Atomic forces in eV per Å
Os 0.2377 0.1174 -0.2464
S -0.0452 0.0056 0.0685
S -0.0020 0.1340 -0.0300
O 0.0692 -0.0498 0.1146
O -0.0244 -0.0417 0.0276
O 0.0113 -0.0350 -0.0041
O -0.0138 -0.1309 -0.0093
N -0.2747 -0.1040 -0.0313
N -0.0013 -0.0011 -0.0008
N -0.0286 0.1188 0.0805
N -0.1150 0.0888 0.0766
C 0.0138 0.0122 -0.0129
C -0.1010 -0.0313 0.0180
C -0.0018 -0.0122 0.0131
C 0.0631 -0.0609 -0.0043
C 0.1588 0.0160 0.0188
C 0.0249 -0.0201 0.0231
C 0.0406 0.0783 -0.0089
C -0.0036 0.0014 0.0100
C 0.1307 -0.0170 -0.2306
C -0.0126 -0.0008 -0.0058
C 0.0087 -0.0197 0.0003
C -0.0021 0.0334 -0.0077
C 0.0092 0.0006 0.0171
C 0.0218 0.0360 0.0367
C -0.0749 0.0167 -0.0642
C 0.0054 -0.0766 0.0219
C -0.0090 -0.0237 0.0219
C 0.0664 0.0792 -0.0086
C 0.0063 -0.0066 -0.0011
C -0.0210 -0.0039 0.0011
C -0.0264 0.0296 0.0127
C 0.0020 0.0032 -0.0035
C 0.1555 -0.0614 -0.1103
C 0.0061 -0.0045 -0.0034
C -0.0750 -0.0171 0.0829
C 0.0009 0.0004 -0.0025
C -0.0006 0.0073 -0.0381
C -0.0003 -0.0019 0.0021
C -0.0147 0.0248 0.0078
C 0.0118 0.0251 -0.0103
C 0.0013 0.0019 0.0003
C -0.1133 -0.0402 0.0316
C -0.0132 -0.0344 0.0553
B -0.0150 -0.0369 0.1578
H 0.0030 0.0037 0.0001
H -0.0002 0.0018 0.0004
H 0.0017 0.0005 0.0021
H 0.0005 -0.0025 0.0007
H -0.0016 -0.0035 -0.0019
H -0.0265 -0.0012 -0.0279
H -0.0436 -0.0074 -0.0201
H -0.0003 0.0029 -0.0044
H -0.0077 0.0075 0.0048
H 0.0066 0.0010 -0.0020
H 0.0032 -0.0023 0.0002
H 0.0007 -0.0004 0.0029
H -0.0019 -0.0005 -0.0020
H 0.0009 0.0000 -0.0012
H -0.0001 0.0007 0.0001
H 0.0016 -0.0044 0.0024
H 0.0040 -0.0012 0.0000
H 0.0007 0.0017 -0.0020
H 0.0053 -0.0072 -0.0153
H 0.0033 0.0098 -0.0037
H -0.0014 0.0005 -0.0010
H -0.0002 0.0014 0.0019
H -0.0019 0.0001 -0.0016
H -0.0001 0.0023 -0.0017
H -0.0020 -0.0011 0.0004
H 0.0000 -0.0009 0.0026

Output
- multiplicity = 1
- charge = +1
- lowest unoccupied orbital energy (alpha / beta) (eV) = -5.1 / -5.1
- ΔE to the lowest compared entry with this formula, charge and spin (kJ/mol) = 0.00

[3]
Computed, not measured: an isolated molecule of C4H7NO4 in a non-equilibrium geometry, with ωB97M-V/def2-TZVPD.

Positions of all 16 atoms, in Å:
O -0.3959 -0.2869 -1.2543
O -0.2031 0.9956 2.0588
O 0.7431 1.6397 -0.5538
O -2.5026 -0.1929 -2.0616
N -1.0232 -0.9904 1.3547
C 0.4072 0.3005 -0.2269
C -0.3010 0.1592 1.1652
C -1.5575 0.3519 -1.5143
C 1.7031 -0.5098 -0.1666
H 1.4461 1.9121 0.0632
H -1.5609 -1.0712 2.2088
H 2.3199 -0.2063 0.6872
H -1.3033 -1.5671 0.5674
H 1.5055 -1.5840 -0.0881
H -1.5777 1.3972 -1.1687
H 2.3003 -0.3476 -1.0711

Atomic forces in eV per Å
O 0.0667 0.2988 0.2334
O 0.4472 -0.6967 -1.2957
O -0.5035 -0.6043 0.4018
O 2.1138 0.8899 0.9348
N 0.1280 0.0785 -0.6629
C 1.2809 -0.1099 0.3449
C -0.8844 0.6581 1.0631
C -2.1265 -0.5479 -0.7824
C 0.1863 -0.4554 -0.1659
H -0.5008 -0.0403 -0.2228
H 0.2258 0.1343 -0.2023
H -0.2824 0.0082 -0.0315
H 0.1851 0.2225 0.2829
H -0.0470 0.2133 0.0941
H 0.0330 -0.1284 -0.0541
H -0.3223 0.0794 0.0625

Output
- multiplicity = 1
- charge = 0
- lowest unoccupied orbital energy (eV) = 0.7
- ΔE to the lowest compared entry with this formula, charge and spin (kJ/mol) = 74.74